C5H8O | ωB97M-V/def2-TZVPD

The geometry in XYZ format:
```
14
Properties=species:S:1:pos:R:3:forces:R:3
O -0.4911 -0.6954 -1.4013 0.26 -0.27 0.18
C -1.8318 0.5624 0.3062 0.15 0.00 0.02
C 0.6211 -0.7695 0.6684 0.00 -0.17 0.37
C -0.5234 -0.0407 -0.1290 0.08 0.13 0.39
C 1.6534 -0.1147 -0.2064 0.47 -0.18 0.24
C 0.4568 0.3331 -1.1787 0.44 0.05 0.12
H -2.5304 -0.2040 0.6675 0.26 0.05 -0.08
H 0.3839 1.1938 -1.8550 0.43 -0.45 0.22
H 2.5244 -0.8031 0.0353 -0.12 0.48 -2.63
H -1.6617 1.2689 1.1231 -0.03 -0.06 -0.07
H 2.0328 0.8388 0.1727 -0.49 0.07 0.38
H 1.1114 -0.7145 1.6475 -1.66 0.37 0.72
H -2.3248 1.0912 -0.5191 0.25 -0.13 0.11
H 0.5434 -1.8330 0.4231 -0.03 0.10 0.04
```
Positions in Å, forces in eV/Å.

Computed properties:
Frontier orbital gap   10.86 eV
E_LUMO   0.0393 hartree
Net charge   0
HOMO energy   -9.79 eV
Energy above the lowest of the compared OMol25 structures with the same formula, charge and spin   3.596 eV

=====

C5H8O | ωB97M-V/def2-TZVPD

The geometry in XYZ format:
```
14
Properties=species:S:1:pos:R:3:forces:R:3
O -0.4808 -0.1764 1.8664 0.13 0.16 0.20
C 1.9767 0.0796 -1.0765 -0.14 0.00 -0.12
C -1.4357 -1.0308 1.2481 -0.18 -0.21 -0.09
C -0.3600 0.6052 -0.4675 0.14 -0.09 0.11
C 0.6572 -0.4550 -0.6904 0.12 0.37 -0.08
C -1.2131 0.3279 0.7549 -0.15 0.11 -0.17
H -1.0030 -1.8505 0.6785 -0.12 0.08 0.14
H 2.0670 1.1643 -1.2628 -0.04 -0.20 -0.01
H -1.9395 1.1033 1.0102 0.14 -0.16 -0.04
H -0.9765 0.5129 -1.3843 0.06 -0.01 0.12
H -2.3150 -1.2407 1.8583 0.15 0.02 -0.16
H 2.4137 -0.5088 -1.8921 0.01 0.06 0.16
H 0.0116 1.6467 -0.4457 0.01 -0.17 0.06
H 2.5975 -0.1778 -0.1971 -0.13 0.03 -0.11
```
Positions in Å, forces in eV/Å.

Computed properties:
Frontier orbital gap   8.63 eV
E_LUMO   0.0097 hartree
Net charge   0
HOMO energy   -8.37 eV
Energy above the lowest of the compared OMol25 structures with the same formula, charge and spin   4.937 eV

=====

C5H8O | ωB97M-V/def2-TZVPD

The geometry in XYZ format:
```
14
Properties=species:S:1:pos:R:3:forces:R:3
O -2.1494 1.2999 0.7108 0.14 0.09 0.12
C 1.6552 -0.0982 0.0303 0.00 0.31 0.24
C 2.8026 0.0514 -0.6631 -0.07 0.03 -0.18
C -0.8897 -0.4620 -0.3666 0.27 0.05 0.18
C -2.1416 -0.0767 0.4551 -0.06 -0.32 -0.10
C 0.3077 0.2196 0.1740 0.29 0.11 -0.19
H -0.9963 0.0081 -1.3647 0.17 0.04 0.10
H -2.1474 -0.6639 1.3883 0.02 0.10 -0.14
H -3.0611 -0.3181 -0.0894 0.19 -0.01 0.03
H 2.0391 -0.2267 1.0570 -0.68 -0.72 0.40
H -0.8207 -1.5452 -0.5445 0.15 0.16 0.05
H 3.6959 -0.3773 -0.2173 -0.06 0.38 -0.09
H -1.2263 1.5016 0.9561 -0.15 0.10 -0.07
H 2.9320 0.6875 -1.5259 -0.21 -0.31 -0.35
```
Positions in Å, forces in eV/Å.

Computed properties:
Frontier orbital gap   7.61 eV
E_LUMO   -0.0184 hartree
Net charge   0
HOMO energy   -8.11 eV
Energy above the lowest of the compared OMol25 structures with the same formula, charge and spin   4.954 eV

=====

C5H8O | ωB97M-V/def2-TZVPD

The geometry in XYZ format:
```
14
Properties=species:S:1:pos:R:3:forces:R:3
O 1.2640 -1.7381 0.3883 0.38 0.27 0.34
C 1.7469 -0.6267 0.3770 -0.25 -0.46 0.18
C -0.4349 0.3527 -0.5677 -0.03 0.14 -0.14
C -0.2811 1.1559 0.6672 -0.18 0.14 0.17
C 0.9816 0.5945 0.0540 -0.06 -0.33 -0.28
C -1.3422 -0.8910 -0.4673 0.17 0.06 -0.02
H 2.8477 -0.5013 0.5002 -0.24 0.05 0.04
H -0.5417 0.8600 -1.5209 -0.19 0.26 0.22
H -0.6426 0.7280 1.5963 -0.07 0.04 -0.13
H -0.3731 2.2324 0.5661 0.11 -0.09 0.31
H -2.3446 -0.5680 -0.7992 0.36 -0.03 0.06
H 1.6440 1.4089 -0.2714 -0.46 -0.50 -0.54
H -1.0585 -1.7501 -1.0824 0.18 0.29 0.04
H -1.4655 -1.2573 0.5598 0.28 0.17 -0.25
```
Positions in Å, forces in eV/Å.

Computed properties:
Frontier orbital gap   10.51 eV
E_LUMO   0.0347 hartree
Net charge   0
HOMO energy   -9.57 eV
Energy above the lowest of the compared OMol25 structures with the same formula, charge and spin   1.652 eV

=====

C5H8O | ωB97M-V/def2-TZVPD

The geometry in XYZ format:
```
14
Properties=species:S:1:pos:R:3:forces:R:3
O -0.5132 -1.1492 -0.8741 1.11 0.21 0.59
C -1.5409 -0.3306 -0.3508 0.03 0.85 0.56
C 1.7697 0.0810 -0.4671 -0.56 0.32 0.53
C -0.7743 0.8743 0.3190 -0.11 -0.21 -0.46
C 0.7263 -0.8605 -0.0540 -1.38 -0.85 -0.71
C 0.4061 0.1604 0.9212 0.89 0.04 -0.32
H 1.1905 -1.7634 0.3515 -0.38 -0.08 -0.36
H 0.4249 0.0115 2.0067 0.61 0.05 -0.53
H -2.1855 -0.8572 0.3751 0.30 -0.01 -0.16
H -0.4541 1.4468 -0.5544 0.02 0.33 0.18
H -1.3514 1.5233 0.9954 0.23 -0.39 -0.21
H 2.7836 -0.2986 -0.7298 -0.61 0.33 1.24
H 1.5910 1.0736 -0.8475 -0.47 -0.22 -0.40
H -2.1880 0.0675 -1.1475 0.31 -0.36 0.05
```
Positions in Å, forces in eV/Å.

Computed properties:
Frontier orbital gap   9.87 eV
E_LUMO   0.0354 hartree
Net charge   0
HOMO energy   -8.90 eV
Energy above the lowest of the compared OMol25 structures with the same formula, charge and spin   3.512 eV

=====

C5H8O | ωB97M-V/def2-TZVPD

The geometry in XYZ format:
```
14
Properties=species:S:1:pos:R:3:forces:R:3
O 1.1662 1.3970 -1.1551 0.02 0.07 -0.04
C -1.5078 -1.1622 2.1491 -0.07 0.64 -0.11
C -0.5667 0.3583 0.1732 -0.50 -0.26 0.66
C -1.0253 -0.2353 1.1178 0.19 0.32 -0.28
C 1.9182 0.2257 -1.3623 0.21 -0.17 -0.05
C -0.2059 1.1396 -1.0138 -0.26 0.03 0.01
H 1.8514 -0.4549 -0.5017 0.02 0.10 -0.12
H 1.5891 -0.3143 -2.2650 0.00 0.11 0.14
H -2.5986 -1.2514 2.1369 0.20 -0.18 -0.26
H -1.0148 -2.0795 1.8811 -0.18 -0.80 0.35
H -1.2539 -0.8833 3.1740 0.27 0.11 -0.20
H -0.7035 2.1081 -0.9405 0.07 0.00 -0.15
H -0.6006 0.6076 -1.8942 0.09 0.14 0.01
H 2.9523 0.5446 -1.4995 -0.08 -0.11 0.04
```
Positions in Å, forces in eV/Å.

Computed properties:
Frontier orbital gap   10.51 eV
E_LUMO   0.0354 hartree
Net charge   0
HOMO energy   -9.55 eV
Energy above the lowest of the compared OMol25 structures with the same formula, charge and spin   2.522 eV